# C26H39N4O2PS

2 unconnected molecules or ions with the total composition C26H39N4O2PS (ωB97M-V/def2-TZVPD, the Open Molecules 2025 dataset).

XYZ file:
```
73
Properties=species:S:1:pos:R:3:lowdin_charge:R:1
S 1.6864 0.4577 4.5814 0.66
P 0.1091 1.1288 0.1849 1.04
O 2.1322 1.3872 3.5597 -0.33
O 1.4784 0.9386 5.9241 -0.29
N -5.7288 -2.3330 4.8730 -0.26
N 1.4794 0.1969 -0.3585 -0.26
N -0.9204 0.2481 -0.9092 -0.27
N 0.2932 -0.3191 4.0768 -0.06
C 3.7739 -0.4883 -0.0254 -0.05
C -6.3656 -2.7444 6.1060 -0.08
C -4.5004 -1.6608 4.8037 -0.25
C -2.1273 0.7881 -1.5745 -0.65
C 4.7235 -2.9733 4.7731 -0.27
C -3.2768 -2.3835 4.7535 0.01
C 5.7500 -4.0730 4.8204 -0.06
C -4.4371 -0.2443 4.7483 -0.01
C 3.7749 -1.0728 3.6031 -0.05
C 2.9085 -1.7153 5.7796 -0.05
C 2.8776 0.6765 -0.4225 -0.64
C 3.8306 -2.7572 5.8311 -0.03
C 4.6674 -2.1404 3.6476 -0.03
C 3.2909 1.1070 -1.8298 -0.05
C -2.5832 2.0382 -0.8364 -0.09
C 1.0943 -0.8207 -1.1981 -0.16
C -3.1806 -0.3078 -1.5722 -0.05
C -2.0893 -1.7325 4.4359 -0.02
C 3.0371 1.8856 0.4829 -0.08
C -3.2422 0.4046 4.4515 -0.02
C -0.2488 -0.7906 -1.5070 -0.17
C 2.8591 -0.8976 4.6471 -0.27
C -2.0757 -0.3476 4.1792 -0.20
C -6.6206 -2.4228 3.7350 -0.08
C -0.8147 0.2431 3.7132 -0.16
C -1.8624 1.1537 -3.0312 -0.05
H 5.3500 -2.3267 2.8154 0.12
H -5.3562 0.3171 4.9234 0.12
H -2.7799 1.5923 -3.4419 0.09
H -1.8385 2.8433 -0.9213 0.06
H -7.2318 -2.0966 6.3330 0.08
H -2.7768 1.8506 0.2273 0.08
H 3.3107 0.2705 -2.5383 0.08
H -7.0009 -3.4542 3.6601 0.08
H 2.4469 2.7329 0.1069 0.07
H -0.8637 1.2279 3.2185 0.11
H -2.8731 -1.1445 -2.2069 0.07
H 2.6516 1.9042 -2.2272 0.09
H -6.0719 -2.1626 2.8197 0.09
H 2.2375 -1.5267 6.6123 0.12
H -3.5112 2.3895 -1.3042 0.09
H -3.2987 -3.4627 4.9020 0.12
H -4.1178 0.0820 -1.9798 0.09
H -5.6608 -2.7056 6.9463 0.09
H -1.6302 0.2762 -3.6440 0.08
H -0.2391 0.3806 1.4471 -0.06
H 3.3796 -1.0090 0.8530 0.07
H 5.7165 -4.5994 5.7827 0.08
H -0.7531 -1.3924 -2.2570 0.10
H 3.8011 -0.3725 2.7765 0.09
H 1.8461 -1.4595 -1.6518 0.10
H 3.8746 -3.4096 6.7062 0.11
H 4.0938 2.1829 0.4713 0.09
H 3.8550 -1.2116 -0.8459 0.08
H -7.4856 -1.7471 3.8583 0.08
H -3.3576 -0.6875 -0.5607 0.09
H 4.7849 -0.1272 0.1957 0.09
H -1.0631 1.8947 -3.1433 0.09
H -6.7393 -3.7734 5.9914 0.08
H 4.3149 1.5020 -1.7756 0.09
H 6.7636 -3.6711 4.6826 0.09
H -3.2036 1.4946 4.3981 0.12
H -1.1574 -2.2876 4.3205 0.11
H 5.5861 -4.8101 4.0221 0.09
H 2.7417 1.6833 1.5190 0.04
```

The electronic energy is -57771.8295 eV. As for the orbital gap: 6.03 eV. Its HOMO energy is -6.4 eV. Its SMILES is Cc1ccc(S(=O)(=O)/N=C/c2ccc(N(C)C)cc2)cc1.CC(C)(C)N1C=CN(C(C)(C)C)P1. For the energy above the lowest of the compared OMol25 structures with the same formula, charge and spin, the calculation gives 0.430 eV.

# C9H6O

C9H6O in the gas phase (ωB97M-V/def2-TZVPD, the Open Molecules 2025 dataset).

XYZ file:
```
16
Properties=species:S:1:pos:R:3:lowdin_charge:R:1
O 2.4019 -1.6398 -0.5824 0.04
C -0.8264 1.3133 -0.1928 -0.03
C -2.1500 -0.4944 -0.1614 -0.04
C 0.3811 0.5790 0.0068 -0.17
C -2.0361 0.7926 -0.2538 -0.15
C -0.9297 -1.3900 -0.0370 0.04
C 2.7275 1.7750 -0.0670 0.16
C 1.4178 -1.6726 0.1619 -0.20
C 1.7051 1.2707 0.0066 -0.04
C 0.2795 -0.7390 -0.0473 -0.25
H -3.0428 -0.9171 -0.1826 0.06
H -0.7918 2.5543 -0.1047 0.18
H -2.9317 1.2293 -0.0267 0.10
H 3.4499 2.3186 0.1191 -0.04
H 1.4497 -2.4426 1.1413 0.18
H -1.1039 -2.5375 0.2201 0.16
```

The electronic energy is -11472.0946 eV. As for the orbital gap: 9.65 eV. Its HOMO energy is -9.2 eV. Its SMILES is C#Cc1ccccc1C=O. For the energy above the lowest of the compared OMol25 structures with the same formula, charge and spin, the calculation gives 2.949 eV.